Here is a 23-piece molecular cluster, C25H35Cl66N3O2PS overall at a distorted geometry from the OMol25 dataset. Energies are from wB97M-V/def2-TZVPD.

Geometry as XYZ:
```
133
Properties=species:S:1:pos:R:3:forces:R:3:lowdin_charge:R:1
N 3.030 0.776 -0.526 -0.663 -0.473 0.108 -0.154
P 2.040 -0.025 -1.380 0.524 -0.358 1.218 0.336
O 0.898 -0.851 -0.624 0.457 -0.536 -0.731 -0.153
O 2.598 -1.020 -2.485 -0.479 0.990 -0.463 -0.213
S 1.044 1.469 -2.608 -0.261 0.051 -0.530 0.923
N 0.705 2.761 -1.628 0.511 -0.079 0.445 -0.200
C -0.572 0.786 -3.056 -0.549 -0.063 0.128 -0.360
C -1.631 0.975 -1.953 -0.035 0.109 0.209 -0.247
C -2.867 0.085 -2.171 -0.264 -0.193 0.064 -0.303
N -3.766 0.295 -1.028 0.271 0.016 -0.367 -0.020
H 2.900 0.664 0.485 0.262 0.243 -0.400 0.033
H 0.902 -1.805 -0.872 -0.145 0.655 0.185 0.074
H 2.695 -0.614 -3.377 0.166 -0.605 0.466 0.047
H 1.577 3.295 -1.517 -0.320 -0.029 -0.123 -0.006
H 0.373 2.489 -0.697 -0.017 0.082 -0.323 0.076
H -0.861 1.301 -3.989 0.149 -0.260 0.351 0.104
H -0.388 -0.286 -3.264 0.013 0.480 0.036 0.046
H -1.974 2.026 -1.930 0.227 -0.481 0.015 0.111
H -1.206 0.736 -0.955 -0.160 0.057 -0.508 0.105
H -2.581 -0.979 -2.291 0.103 0.416 -0.059 0.070
H -3.379 0.391 -3.105 0.217 -0.134 0.501 0.080
H -4.690 -0.111 -1.177 0.392 0.040 0.122 0.043
H -3.363 -0.089 -0.173 -0.298 0.019 -0.294 0.031
C -5.606 -0.275 2.282 -0.018 0.058 -0.066 -1.553
Cl -4.286 -1.450 2.367 0.001 0.000 -0.007 0.524
Cl -5.008 1.317 1.834 -0.027 0.012 0.075 0.535
Cl -6.855 -0.819 1.157 0.082 -0.026 -0.051 0.519
H -6.043 -0.194 3.267 -0.012 -0.113 -0.054 -0.076
C -1.115 -3.603 -4.435 0.035 -0.082 -0.179 -1.511
Cl -2.750 -3.079 -4.806 0.051 -0.026 0.034 0.567
Cl -0.602 -2.945 -2.863 0.056 0.099 -0.063 0.537
Cl -0.970 -5.354 -4.445 -0.083 0.005 0.062 0.541
H -0.444 -3.207 -5.191 -0.061 -0.032 0.129 -0.043
C -0.482 -7.182 -1.089 -0.045 0.057 -0.075 -1.567
Cl -0.230 -5.486 -0.654 -0.031 -0.094 0.118 0.499
Cl 1.036 -7.923 -1.582 -0.012 -0.002 0.016 0.532
Cl -1.222 -8.069 0.241 0.048 -0.067 -0.054 0.577
H -1.166 -7.209 -1.932 0.072 0.005 0.077 -0.056
C -2.666 -8.934 -4.840 0.001 -0.083 -0.030 -1.523
Cl -2.311 -8.459 -6.503 -0.046 0.050 0.023 0.537
Cl -1.173 -9.141 -3.921 0.003 -0.012 -0.043 0.544
Cl -3.719 -7.760 -4.052 -0.077 0.020 -0.030 0.527
H -3.181 -9.888 -4.869 0.024 0.064 0.018 0.020
C -5.070 1.551 6.496 0.070 0.009 0.130 -1.516
Cl -3.804 0.337 6.643 -0.054 -0.036 -0.091 0.525
Cl -4.394 3.108 6.015 0.046 -0.059 0.048 0.519
Cl -6.333 1.030 5.379 -0.070 0.059 0.130 0.549
H -5.537 1.675 7.466 0.065 -0.004 -0.040 0.018
C -10.465 0.746 4.440 -0.090 -0.015 0.000 -1.540
Cl -9.715 -0.055 5.820 -0.028 0.002 -0.009 0.522
Cl -10.427 2.499 4.620 -0.019 -0.048 0.081 0.521
Cl -9.690 0.249 2.932 0.026 0.023 0.065 0.504
H -11.503 0.437 4.403 0.065 0.025 -0.028 0.014
C -1.787 -0.173 10.432 0.059 -0.007 -0.044 -1.560
Cl -1.566 -0.401 12.163 -0.013 -0.001 -0.020 0.536
Cl -2.334 -1.662 9.659 0.005 0.008 0.001 0.515
Cl -2.906 1.151 10.103 0.003 0.049 0.064 0.508
H -0.827 0.091 10.002 -0.063 -0.013 0.031 0.012
C 2.948 -3.446 -5.559 0.148 -0.082 -0.005 -1.502
Cl 3.484 -3.665 -3.901 0.022 -0.052 -0.056 0.580
Cl 2.096 -4.859 -6.147 -0.019 0.089 -0.038 0.574
Cl 1.929 -1.985 -5.700 -0.008 0.080 -0.017 0.544
H 3.816 -3.276 -6.187 -0.048 -0.008 0.049 0.020
C 4.234 4.194 -3.679 0.197 -0.005 -0.021 -1.526
Cl 3.763 5.342 -2.427 -0.132 0.050 -0.064 0.538
Cl 5.799 4.603 -4.347 -0.107 0.048 -0.015 0.545
Cl 4.292 2.560 -2.986 -0.042 -0.082 0.059 0.513
H 3.486 4.203 -4.464 0.054 0.024 0.049 0.019
C -5.225 -5.353 -6.965 0.081 -0.046 0.098 -1.535
Cl -4.804 -3.747 -7.562 -0.063 0.008 -0.124 0.521
Cl -6.253 -5.235 -5.537 -0.015 -0.030 0.024 0.532
Cl -6.004 -6.315 -8.219 0.151 0.041 -0.049 0.553
H -4.306 -5.851 -6.679 -0.029 -0.020 0.021 -0.020
C 4.382 4.483 1.764 0.049 0.007 -0.026 -1.568
Cl 4.370 6.201 2.131 -0.004 0.013 0.022 0.559
Cl 4.455 3.508 3.228 -0.003 0.042 -0.076 0.539
Cl 2.966 4.038 0.783 -0.033 -0.024 0.148 0.498
H 5.263 4.267 1.170 -0.122 0.018 0.049 -0.068
C 8.308 5.417 4.483 -0.148 0.073 -0.009 -1.543
Cl 8.315 4.043 5.595 -0.019 -0.010 -0.019 0.540
Cl 8.786 6.901 5.297 0.000 -0.047 0.002 0.550
Cl 9.343 5.091 3.090 -0.086 -0.012 -0.050 0.523
H 7.290 5.542 4.120 0.169 -0.033 0.058 -0.003
C -8.759 -7.973 -6.476 0.069 0.049 -0.025 -1.590
Cl -8.022 -8.938 -5.193 0.002 0.006 -0.006 0.517
Cl -9.584 -8.997 -7.648 0.007 0.010 0.014 0.534
Cl -9.851 -6.763 -5.806 -0.020 0.001 -0.003 0.520
H -7.963 -7.449 -6.991 -0.064 -0.042 0.044 -0.084
C 6.802 1.408 0.205 -0.098 -0.114 -0.112 -1.535
Cl 6.842 0.079 1.361 -0.040 0.031 0.010 0.543
Cl 7.326 2.913 0.966 0.154 0.011 0.006 0.532
Cl 7.807 1.049 -1.200 -0.080 0.049 0.020 0.538
H 5.775 1.532 -0.127 0.084 -0.007 -0.012 -0.021
C 9.430 6.374 -3.296 -0.009 0.235 0.026 -1.544
Cl 9.157 5.615 -1.730 0.004 -0.036 -0.052 0.505
Cl 11.108 6.893 -3.478 -0.139 -0.083 0.037 0.539
Cl 8.955 5.305 -4.619 0.158 -0.049 -0.057 0.502
H 8.799 7.253 -3.348 0.067 -0.026 -0.020 0.013
C -3.195 -7.001 3.228 0.011 -0.016 -0.083 -1.575
Cl -4.234 -8.339 3.708 -0.006 -0.015 0.010 0.536
Cl -4.137 -5.523 3.002 0.041 0.001 -0.011 0.511
Cl -1.898 -6.753 4.396 -0.006 0.013 -0.021 0.525
H -2.743 -7.255 2.275 -0.058 0.086 0.109 -0.064
C -5.487 2.956 -4.407 0.003 -0.017 -0.013 -1.535
Cl -5.795 1.679 -3.235 -0.156 0.087 -0.027 0.569
Cl -3.844 3.593 -4.204 0.010 0.014 0.002 0.512
Cl -5.735 2.388 -6.054 0.008 0.004 0.021 0.541
H -6.182 3.767 -4.216 0.062 -0.040 -0.002 0.017
C 10.327 4.026 9.009 -0.034 0.025 -0.082 -1.564
Cl 10.804 5.706 8.790 -0.003 0.000 -0.003 0.528
Cl 11.693 2.939 8.776 -0.018 0.012 0.004 0.535
Cl 9.591 3.780 10.597 -0.018 -0.049 0.018 0.535
H 9.579 3.792 8.260 0.047 0.022 0.056 -0.032
C -7.719 4.974 2.783 0.003 -0.075 -0.007 -1.546
Cl -8.546 3.734 1.840 0.000 0.051 -0.088 0.503
Cl -6.458 4.240 3.773 -0.072 0.139 -0.031 0.484
Cl -7.056 6.230 1.734 0.000 0.000 0.013 0.529
H -8.440 5.440 3.445 0.032 -0.040 -0.050 0.014
C -8.562 -4.790 -11.280 -0.014 -0.010 -0.032 -1.549
Cl -8.306 -3.046 -11.215 0.002 -0.013 0.001 0.526
Cl -7.108 -5.619 -11.840 -0.008 0.001 0.004 0.517
Cl -9.076 -5.409 -9.711 -0.102 0.000 -0.001 0.507
H -9.354 -4.986 -11.994 0.051 0.013 0.047 0.013
C 8.483 5.957 13.754 0.026 -0.040 -0.064 -1.569
Cl 7.365 4.968 14.695 0.003 0.007 -0.001 0.521
Cl 7.684 7.407 13.145 0.002 -0.006 0.006 0.521
Cl 9.912 6.369 14.697 -0.016 -0.001 -0.004 0.528
H 8.803 5.373 12.899 0.000 0.050 0.037 -0.041
C 12.282 4.065 1.035 0.046 0.039 0.009 -1.558
Cl 13.461 2.796 1.355 -0.021 0.013 -0.005 0.543
Cl 12.945 5.296 -0.038 -0.020 -0.004 0.011 0.531
Cl 10.795 3.388 0.361 0.040 -0.065 0.077 0.467
H 12.037 4.540 1.979 0.010 -0.036 -0.052 -0.017
```
Positions in Å, forces in eV/Å.

**Orbital gap**: 8.711 eV
**Charge**: +1
**E_tot**: -32400.2582 a.u.